Record 1
Below is one molecule with the formula C26H24N4O2S in a non-equilibrium geometry, with properties calculated with ωB97M-V with the def2-TZVPD basis set.

**Structure (SMILES)**: O=S(=O)(/C=C/c1ccccc1)N1CCN(c2nc(-c3ccccc3)nc3ccccc23)CC1
**Kohn-Sham gap**: 8.3 eV
**HOMO energy**: -8.32 eV
**Total charge**: 0
**Energy above the lowest of the compared OMol25 structures with the same formula, charge and spin**: 10.9 kcal/mol
**M**: 456.6 g mol⁻¹
**Lowest unoccupied orbital energy**: -0.032 eV

The geometry in XYZ format:
```
57
Properties=species:S:1:pos:R:3:forces:R:3:mulliken_charge:R:1
H 4.606327 2.432896 3.955488 0.03 0.05 0.06 0.40
H 4.117091 -0.860676 -3.419717 0.07 0.09 -0.01 0.48
H -1.986543 -3.642079 -0.772753 0.01 0.02 -0.10 0.30
H -1.048859 -2.756244 -2.005428 -0.07 -0.04 0.09 0.65
N -0.186043 -2.870952 -0.095777 0.22 -0.28 0.01 0.07
H -3.607360 1.567873 -0.791083 -0.07 -0.01 -0.10 0.38
C 4.754487 1.802566 1.913376 0.05 0.06 0.03 -0.67
C -1.106279 3.633431 0.314324 -0.13 -0.05 -0.07 -0.42
C 2.946532 -2.500794 -4.150048 0.15 0.20 0.07 -0.42
C -2.239751 3.194979 -0.372981 0.24 0.41 -0.07 0.70
H -2.558167 5.799227 -2.520346 -0.03 0.04 -0.06 0.38
H 2.670807 0.986250 4.445251 -0.03 0.00 0.07 0.41
H -3.620916 3.654901 -1.944743 -0.09 -0.05 -0.06 0.39
C -1.346840 -1.559832 1.632846 0.40 -0.15 0.48 -0.73
H 1.733069 -0.461476 2.671394 -0.05 -0.03 0.03 0.40
C 4.194352 1.801667 3.181514 0.00 0.03 0.06 -0.41
H -0.560424 6.557471 -1.285925 0.04 0.07 -0.03 0.38
H 5.603821 2.435362 1.700260 0.06 0.04 -0.02 0.40
C 1.588898 -2.381143 -1.715103 0.40 0.48 -0.06 0.61
C 2.577955 0.178820 2.469127 0.02 -0.04 -0.15 -0.30
C -0.572153 -2.836375 1.303632 -0.05 0.21 0.32 -1.17
N 1.511535 -1.423381 0.471636 -0.38 -0.27 -0.03 -0.16
O -3.953891 -0.572163 2.559090 0.32 0.15 0.07 -0.75
C 2.669728 -1.496936 -1.980347 -0.56 -0.45 0.00 -0.27
C 4.230668 0.995073 0.922675 -0.10 -0.08 -0.01 -0.53
H 0.330184 -2.894452 1.911262 -0.16 -0.04 0.02 0.54
H -1.728600 -1.577114 2.653334 0.19 -0.06 0.04 0.55
C -1.029334 5.618567 -1.032458 -0.04 0.01 -0.04 -0.42
H 0.541361 -4.129591 -2.408140 -0.09 -0.04 -0.01 0.62
C -2.150716 5.192176 -1.725593 0.04 0.11 -0.05 -0.55
C -2.127241 -1.488940 -0.644009 0.02 -0.13 -0.67 -0.50
H -1.205706 -3.707205 1.489303 0.02 0.03 0.03 0.43
N -2.489272 -1.478170 0.750406 -0.89 0.43 0.31 -0.09
N 3.124141 -0.629511 -1.053746 0.32 0.36 0.42 -0.59
H -1.498266 -0.617655 -0.898606 -0.04 -0.07 -0.02 0.29
C -2.746474 3.987504 -1.404737 0.02 -0.17 0.16 -0.41
C 1.945202 -3.433608 -3.849064 -0.27 -0.19 0.11 -0.84
S -3.631374 -0.336614 1.184556 0.12 -0.07 -0.05 1.20
H 1.707747 -4.207459 -4.563904 -0.03 -0.07 -0.03 0.40
C 1.276959 -3.378157 -2.653221 0.01 -0.12 -0.16 -0.25
C 0.961963 -2.197055 -0.439793 0.38 0.09 0.16 0.32
O -4.671610 -0.393397 0.200629 0.20 0.10 -0.23 -0.69
C 2.583238 -0.681019 0.139175 0.02 -0.21 -0.85 0.03
C -2.766873 1.216617 1.047595 -0.46 -0.73 0.03 -0.96
H 0.372336 5.158512 0.519110 0.07 0.02 0.04 0.40
C -0.507260 4.833452 -0.016367 0.05 0.02 0.08 -0.67
C -1.348358 -2.774543 -0.959063 -0.37 0.32 -0.18 -1.29
H -2.155639 1.457359 1.897211 0.19 0.10 0.19 0.49
H -0.685368 3.023563 1.098988 0.07 -0.07 0.09 0.28
C 3.315036 -1.556585 -3.231446 -0.04 -0.12 -0.16 -0.49
C -2.902886 1.938581 -0.055977 -0.25 -0.21 -0.05 0.16
H -3.052907 -1.442963 -1.217774 0.15 -0.03 -0.15 0.58
H 3.447921 -2.553165 -5.105444 0.06 0.01 -0.06 0.39
C 3.136282 0.175492 1.192516 0.23 0.34 0.42 0.69
C 3.106273 0.988543 3.456355 0.02 0.06 0.12 -0.73
H 4.652700 0.980559 -0.069759 0.04 0.01 -0.06 0.46
H -0.674570 -0.699915 1.498623 -0.05 -0.07 0.05 0.55
```
Forces are in eV/Å.


Record 2
Below is one molecule with the formula C26H24N4O4 in a non-equilibrium geometry, with properties calculated with ωB97M-V with the def2-TZVPD basis set.

**Structure (SMILES)**: CCc1ccc(NC(=O)CNC(=O)c2nn(-c3ccc(OC)cc3)c(=O)c3ccccc23)cc1
**Kohn-Sham gap**: 8.0 eV
**HOMO energy**: -8.34 eV
**Total charge**: 0
**Energy above the lowest of the compared OMol25 structures with the same formula, charge and spin**: 0.0 kcal/mol
**M**: 456.5 g mol⁻¹
**Lowest unoccupied orbital energy**: -0.324 eV

The geometry in XYZ format:
```
58
Properties=species:S:1:pos:R:3:forces:R:3:mulliken_charge:R:1
H 6.087772 0.873821 -2.996187 -0.07 -0.07 -0.02 0.24
O -4.320317 -0.935681 0.066681 -0.18 0.17 0.09 -0.68
N -2.443465 -1.695176 -0.939085 0.16 -0.19 -0.13 -0.18
C -3.327138 -0.725978 -0.601544 0.26 -0.40 -0.11 0.30
C 0.265808 1.866386 -1.961251 0.69 -0.15 -0.20 -0.05
H 0.557663 -4.417089 2.183838 -0.02 -0.03 -0.01 0.51
H 3.073929 3.694300 -1.535900 0.07 0.11 0.04 0.42
H 3.325426 -1.072321 5.493857 -0.03 -0.06 0.07 0.35
H 1.952368 0.031214 3.781818 0.03 0.11 0.05 0.37
C -5.504985 3.904595 -1.769684 0.08 0.03 -0.01 -0.52
C -1.886114 3.047432 -2.053635 0.04 0.08 -0.15 0.61
H 4.694375 0.397284 -3.996348 0.00 0.00 0.04 0.34
C 3.460987 -1.951952 4.861423 0.15 0.02 -0.20 -1.00
H -1.275328 -1.457707 0.968468 0.07 -0.25 -0.07 -0.11
H 3.504660 -2.832362 5.505445 -0.04 0.05 0.07 0.35
C 1.651664 -0.946764 3.434333 -0.03 -0.10 -0.01 -0.82
H 5.614579 -1.735948 4.785670 0.15 0.02 0.01 0.35
H -6.151964 4.750471 -1.947043 -0.04 0.07 -0.02 0.42
H -1.624230 -1.418696 -1.459737 -0.11 0.04 0.06 0.26
H 2.398067 -4.209616 3.797170 0.05 -0.11 0.05 0.37
C -5.233559 1.618483 -1.059574 -0.08 -0.09 0.03 -0.66
C 3.024420 1.711515 -2.315160 -0.24 0.07 0.06 0.85
C 0.212246 -2.308879 2.071795 0.28 -0.09 0.22 0.92
C -3.857697 1.703142 -1.303164 0.04 0.55 -0.17 0.90
H 0.217682 -0.119146 -2.748278 -0.01 -0.05 -0.03 0.37
C 0.615726 -1.056722 2.528492 -0.05 -0.08 -0.06 -0.62
O -1.000537 -4.569138 0.604172 0.03 -0.27 0.05 -0.66
O 4.373683 1.744051 -2.448926 -0.12 0.24 0.11 -0.46
C -6.040095 2.710036 -1.289761 0.04 -0.03 -0.02 -0.58
H 4.936999 -2.696512 3.466309 0.05 -0.06 -0.08 0.32
H 4.884155 -0.266405 -2.347123 -0.01 0.03 -0.03 0.34
N -1.140381 1.901316 -1.769556 -0.30 0.36 0.00 0.32
H -7.100429 2.639726 -1.097980 -0.08 -0.03 0.02 0.43
C -2.928666 0.620539 -1.117613 0.55 0.47 -0.13 0.56
C 1.071730 2.946425 -1.614061 -0.06 -0.11 0.00 -0.38
H -5.643120 0.695960 -0.681713 -0.03 -0.02 0.02 0.53
H 2.631847 -0.276495 -3.056299 0.07 -0.07 -0.03 0.40
C 5.030195 0.616165 -2.977892 0.10 -0.18 -0.08 -0.83
C 2.433942 2.866582 -1.795430 0.19 -0.20 -0.07 -0.75
N -0.847989 -2.356003 1.157279 -0.12 0.47 0.06 0.01
C 2.213694 0.631107 -2.651525 0.39 0.01 -0.03 -0.38
H -3.463294 -3.115390 0.127762 0.14 -0.07 -0.10 0.32
C 0.864764 -3.446136 2.534008 -0.11 -0.16 -0.12 -0.49
C 2.307640 -2.076499 3.907766 -0.02 -0.05 0.17 0.56
C -4.154637 4.005433 -2.016502 0.11 0.00 -0.02 -0.60
C 1.900149 -3.319436 3.440929 0.01 0.26 0.04 -0.67
C -3.318888 2.911499 -1.785230 -0.41 -0.27 0.19 -0.20
C 4.779075 -1.823104 4.094964 -0.07 0.00 0.22 -1.04
H 0.112146 -0.168568 2.170988 -0.05 0.10 -0.04 0.37
C -1.368090 -3.420992 0.501879 -0.32 0.26 -0.36 0.67
H -2.549567 -3.766680 -1.249606 0.05 0.05 0.18 0.35
C 0.845411 0.715351 -2.475320 -0.26 0.31 0.05 -0.58
H 4.761208 -0.941811 3.457580 0.04 0.07 -0.09 0.32
O -1.362026 4.049469 -2.495778 -0.10 0.01 0.04 -0.67
H 0.633712 3.844481 -1.212156 -0.02 0.05 0.01 0.44
N -1.660216 0.753399 -1.351728 -0.70 -0.65 0.39 -0.56
H -3.709751 4.915802 -2.388473 0.02 0.07 -0.03 0.48
C -2.525240 -3.038776 -0.433364 -0.17 -0.27 0.08 -0.84
```
Forces are in eV/Å.


Record 3
Below is a 2-piece molecular cluster, C26H24O3 overall in a non-equilibrium geometry, with properties calculated with ωB97M-V with the def2-TZVPD basis set.

**Kohn-Sham gap**: 3.1 eV
**HOMO energy**: -6.14 eV
**Total charge**: 0
**Energy above the lowest of the compared OMol25 structures with the same formula, charge and spin**: 67.3 kcal/mol
**M**: 384.5 g mol⁻¹
**Lowest unoccupied orbital energy**: -3.069 eV

The geometry in XYZ format:
```
53
Properties=species:S:1:pos:R:3:forces:R:3:mulliken_charge:R:1
C -1.040496 -3.519015 2.121006 0.20 0.01 0.06 -1.21
H -4.623880 5.059753 3.291439 0.12 0.09 0.29 0.53
C -4.063829 5.560808 5.329896 -0.01 -0.16 0.29 -0.98
C -7.352153 1.734065 0.943974 0.24 0.00 0.21 -0.85
C -2.072604 -0.381891 0.685660 -0.34 0.92 -0.25 0.42
C -5.510260 2.292939 2.454286 -0.12 0.00 -0.15 0.78
C -2.258927 2.057839 0.280121 -0.06 -0.52 0.71 0.87
C -4.193287 2.851575 5.882574 -0.19 1.14 -0.50 -0.14
C -0.924574 1.182417 2.311683 0.45 -0.02 0.68 -1.43
H -7.027668 0.806688 2.860876 -0.04 0.23 -0.20 0.61
H -7.393344 2.802149 -0.944287 0.12 -0.05 0.30 0.38
H -1.387908 1.846644 3.063875 0.38 -0.17 -0.11 0.23
H -5.239916 -1.343468 7.709595 -0.01 0.10 -0.29 0.40
H -5.582711 -0.654423 3.437762 0.07 -0.08 0.27 0.66
C -4.414363 3.309810 4.534606 0.32 0.05 1.23 0.57
H -0.944860 3.541522 1.256406 -0.17 -0.06 -0.16 0.36
C -5.714390 3.391240 0.279679 -0.24 -0.03 0.13 -1.11
C -4.875317 2.180214 3.746952 -0.41 -0.14 -0.77 0.70
O -2.645393 -0.748300 -0.325527 0.31 0.19 0.57 -0.64
H -0.918240 3.523973 -0.517146 -0.14 -0.04 0.16 0.36
C -5.426800 -1.144343 5.553607 0.08 0.20 0.28 -0.94
C -4.654333 0.620246 7.044729 0.23 0.27 -0.48 -0.42
C -1.565135 3.410689 0.363431 0.03 0.15 -0.08 -1.31
C -5.124870 -0.683493 6.849860 0.06 -0.10 -0.51 -0.62
H -5.757947 -2.175936 5.425532 0.08 0.33 -0.01 0.42
C -3.964825 3.729536 6.931708 0.08 -0.30 -0.48 -0.53
C -6.879294 2.664084 0.007595 0.36 0.01 0.16 -0.45
O -1.526845 -1.287185 1.542135 -0.10 -0.62 -0.29 -0.24
H 0.055105 1.600645 2.030628 -0.11 0.01 0.16 0.33
H -3.666189 5.799723 7.452036 -0.10 -0.10 -0.27 0.40
H -1.434508 -3.292675 3.120401 0.09 -0.07 -0.23 0.28
H -2.747080 -2.851080 0.961887 0.28 0.04 -0.11 0.31
C -6.658825 1.526562 2.133538 -0.10 -0.05 -0.21 -0.56
H -3.974809 6.628389 5.126794 -0.12 -0.29 0.05 0.40
H -4.410406 1.024398 8.030145 -0.12 -0.36 -0.22 0.37
H -4.178042 3.822954 1.724249 -0.13 -0.25 -0.21 0.43
H -3.860785 3.326736 7.940872 -0.02 0.34 -0.21 0.39
C -3.881996 5.098214 6.646386 0.14 -0.02 -0.51 -0.58
C -5.329817 -0.300360 4.435539 0.08 -0.07 0.07 -0.22
C -4.505947 1.438380 5.934426 -0.71 -0.98 -0.41 0.17
H 0.047127 -3.370661 2.121603 -0.23 -0.07 0.13 0.29
H -1.179726 -2.739105 0.103478 -0.27 0.02 0.20 0.31
C -1.676995 -2.632121 1.077722 -0.03 -0.19 0.25 -0.24
C -4.379056 4.683161 4.281402 0.15 -0.05 0.15 -0.16
C -4.905715 1.017655 4.615916 0.19 0.09 1.32 -0.07
H -0.753759 0.186262 2.741873 0.08 0.67 0.19 0.31
H -1.249349 -4.563735 1.888876 0.05 -0.03 0.04 0.39
O -3.199095 1.882234 -0.496021 0.00 0.72 -0.15 -0.64
H -8.265404 1.167079 0.742510 0.37 0.19 0.08 0.39
H -2.316196 4.206034 0.317124 0.10 -0.07 -0.02 0.28
H -5.305594 4.080730 -0.463622 -0.16 -0.29 0.29 0.34
C -1.808494 1.002214 1.152994 -0.71 -0.70 -1.27 0.58
C -5.065479 3.233966 1.500008 -0.05 0.10 -0.16 0.10
```
Forces are in eV/Å.


Record 4
Below is a 4-piece molecular cluster, C26H24O3 overall in a non-equilibrium geometry, with properties calculated with ωB97M-V with the def2-TZVPD basis set.

**Structure (SMILES)**: C#CC1=C(CC)C(=O)OC1=O.c1ccccc1.c1ccccc1.c1ccccc1
**Kohn-Sham gap**: 6.7 eV
**HOMO energy**: -8.97 eV
**Total charge**: 0
**Energy above the lowest of the compared OMol25 structures with the same formula, charge and spin**: 235.8 kcal/mol
**M**: 384.5 g mol⁻¹
**Lowest unoccupied orbital energy**: -2.235 eV

The geometry in XYZ format:
```
53
Properties=species:S:1:pos:R:3:forces:R:3:mulliken_charge:R:1
H 7.231807 -2.789141 -0.494306 -0.09 0.03 -0.13 0.36
H 0.692988 -0.854974 -4.030724 -0.08 0.73 2.56 0.29
H 5.965115 2.822429 2.867435 -0.16 0.03 -0.06 0.36
H 5.628987 -3.916751 -4.319781 0.02 0.11 0.11 0.35
C 4.478144 2.251218 1.416413 -0.12 0.15 0.06 -0.13
C -9.030280 -2.159035 2.055767 0.15 0.10 0.06 -0.28
C 3.206837 2.508451 0.902763 0.10 0.08 0.13 -0.37
C 2.918736 4.291124 2.507716 0.13 -0.13 -0.05 -0.42
H -7.541461 -2.609867 0.564612 -0.02 0.08 0.12 0.36
C 5.104701 -1.078260 -2.522125 0.06 -0.16 0.02 -0.39
H -6.352005 0.161653 3.627072 -0.08 -0.10 -0.06 0.35
H 4.383568 -1.773051 -4.430112 0.09 -0.03 0.12 0.36
H 4.576371 4.634117 3.841073 -0.06 -0.09 -0.12 0.36
H 1.438991 3.731641 1.045107 0.13 -0.04 0.06 0.38
H -5.823965 -1.131682 1.576121 -0.44 -0.04 0.18 0.49
C -0.677444 0.139980 0.599797 4.55 3.06 6.15 -0.39
H 4.558974 -0.139113 -2.570468 0.09 -0.12 0.00 0.41
H 7.064754 -4.418089 -2.358869 -0.09 0.15 0.00 0.35
O -4.085596 -0.426981 0.780644 4.62 3.62 -8.43 -0.53
C 2.428647 3.529628 1.447175 0.11 -0.03 0.06 -0.38
C 0.226690 0.403687 1.672973 -6.84 -0.85 -7.45 -0.38
H -0.071410 1.461802 -3.618443 -0.27 -1.18 2.23 0.33
H -10.301984 -1.532627 3.678483 0.15 0.02 -0.07 0.34
C -7.101474 -0.491629 3.188631 -0.22 -0.15 -0.06 -0.51
C -3.057639 0.660295 -2.747799 1.56 1.05 -3.49 0.34
C 0.650040 -0.598176 -2.867274 0.06 -1.19 -0.43 -0.80
C -3.434840 0.027703 -0.305720 -0.38 -1.50 2.91 0.41
C -1.837718 0.272481 -0.596459 1.55 0.24 -1.29 0.55
H 0.837499 0.857045 2.592983 -1.56 -1.57 -2.62 0.36
C -7.770752 -2.048025 1.466278 -0.12 0.11 0.23 -0.53
H 1.746992 -0.678828 -2.434257 -2.30 0.44 -0.91 0.17
C 4.971982 3.018814 2.470864 -0.14 0.02 -0.04 -0.51
H 2.309471 5.082321 2.936105 0.09 -0.10 -0.07 0.37
C 6.607677 -2.566916 -1.355888 -0.11 0.06 -0.13 -0.52
C -8.359220 -0.606852 3.781351 0.06 -0.08 -0.16 -0.31
C -9.322419 -1.441700 3.215522 0.12 0.02 -0.06 -0.43
C 5.006442 -1.995735 -3.567816 0.10 -0.06 0.15 -0.39
O -3.274431 0.915735 -4.041667 0.63 -1.89 9.27 -0.51
C 6.512425 -3.482755 -2.403233 -0.09 0.14 0.00 -0.33
O -4.001875 0.408658 -1.636333 0.40 -0.52 -0.16 -0.27
H -8.587814 -0.046105 4.683802 0.02 -0.08 -0.12 0.35
H 0.588241 1.458586 -1.825552 -1.68 -1.14 -1.33 0.07
H 5.083629 1.454027 0.994203 -0.07 0.11 0.05 0.36
H -9.782746 -2.805076 1.612133 0.09 0.08 0.07 0.35
H 0.046790 -1.498632 -2.380399 1.20 2.10 -0.89 0.31
C -0.064059 0.864950 -2.601243 -0.31 -0.55 -0.38 -0.19
C 4.192324 4.037571 3.017814 -0.08 -0.10 -0.14 -0.38
H 5.973526 -0.652575 -0.597160 0.00 -0.09 -0.11 0.31
H 2.823184 1.912955 0.078483 0.04 0.06 0.12 0.36
C -6.806286 -1.216113 2.034163 -0.02 -0.06 0.02 -0.12
C 5.901566 -1.365150 -1.414133 0.00 -0.15 -0.15 -0.13
C -1.579949 0.616958 -2.028769 -0.77 -0.74 4.10 0.16
C 5.708275 -3.199995 -3.506954 0.01 0.15 0.14 -0.40
```
Forces are in eV/Å.